DFT (wB97M-V/def2-TZVPD) results for one molecule with the formula C4H9NO2.

Properties
Energy relative to the best compared isomer or geometry (same formula, charge and spin) ... 11.26 kcal per mole
SMILES string ... C[C@@H](O)CC(N)=O
LUMO ... 0.721 eV
Spin multiplicity ... 1
Frontier orbital gap ... 0.3836 Ha
HOMO ... -9.72 eV
Total energy ... -363.06758 Ha

Last column: natural (NBO) charge in e.
Cartesian coordinates (Å):
1 C -1.90 -0.11 -0.78  -0.63
2 C -0.57 0.38 -0.23  0.10
3 O -0.72 1.55 0.58  -0.73
4 C 0.12 -0.67 0.65  -0.53
5 C 1.59 -0.88 0.34  0.68
6 N 2.32 0.27 0.20  -0.84
7 O 2.08 -1.99 0.21  -0.61
8 H -2.58 -0.38 0.03  0.21
9 H -1.73 -0.99 -1.41  0.22
10 H -2.38 0.65 -1.40  0.20
11 H 0.09 0.63 -1.08  0.17
12 H -1.23 2.20 0.07  0.47
13 H 0.02 -0.33 1.69  0.25
14 H -0.36 -1.64 0.57  0.24
15 H 3.32 0.18 0.09  0.40
16 H 1.93 1.16 0.47  0.40